[1]
{"formula": "C2H2N4O2", "method": "wB97M-V/def2-TZVPD", "gap_ev": 10.338, "smiles": "C=Nn1onnc1=O", "e_tot_ev": -12155.096, "lumo_energy_ev": -0.70, "spin_multiplicity": 1, "homo_ev": -11.036, "de_lowest_kj_mol": 738.2, "symbols": ["O", "O", "N", "N", "N", "N", "C", "C", "H", "H"], "coordinates": [[0.3003, -1.2684, -1.8575], [-0.5384, 1.2877, -0.0245], [-0.7629, -0.0903, -0.1320], [-0.4900, 1.8041, -1.3774], [-0.5616, 0.8142, -2.2279], [0.2417, -0.8887, 0.5805], [-0.3065, -0.3886, -1.3625], [0.6083, -0.4732, 1.6880], [0.9080, -1.2614, 2.5037], [0.6010, 0.4647, 2.2097]], "forces_ev_per_angstrom": [[-0.2, -1.0, 0.3], [-0.3, 1.0, -0.7], [2.6, -0.6, 2.1], [-0.8, -4.0, -2.7], [0.7, 3.9, 4.5], [-2.5, -0.6, 1.0], [-0.2, 0.9, -5.7], [1.2, -1.6, 4.1], [0.5, 1.0, -2.2], [-0.8, 1.0, -0.6]], "lowdin_charge": [0.1614, -0.0810, -0.0072, 0.1052, 0.1428, 0.0534, -0.5439, -0.0235, 0.1206, 0.0724]}

[2]
{"formula": "C22H36Cl14INO3", "method": "wB97M-V/def2-TZVPD", "gap_ev": 7.179, "e_tot_ev": -214437.705, "lumo_energy_ev": -1.40, "spin_multiplicity": 1, "homo_ev": -8.577, "symbols": ["I", "Cl", "Cl", "Cl", "Cl", "Cl", "Cl", "Cl", "Cl", "Cl", "Cl", "Cl", "Cl", "Cl", "Cl", "O", "O", "O", "N", "C", "C", "C", "C", "C", "C", "C", "C", "C", "C", "C", "C", "C", "C", "C", "C", "C", "C", "C", "C", "C", "C", "H", "H", "H", "H", "H", "H", "H", "H", "H", "H", "H", "H", "H", "H", "H", "H", "H", "H", "H", "H", "H", "H", "H", "H", "H", "H", "H", "H", "H", "H", "H", "H", "H", "H", "H", "H"], "coordinates": [[-1.5683, -2.4661, 3.7301], [2.8663, 7.0024, 0.0316], [-0.2889, -3.0263, 7.1784], [4.9035, 2.4907, 1.7560], [-2.0416, -4.9556, 5.8628], [-4.8372, 5.5196, -2.4402], [-1.9236, 12.0554, -4.0061], [-1.3436, 10.2842, -6.2497], [3.8990, 2.7625, 6.6895], [-3.2144, 7.9423, -2.3330], [1.7812, 2.3801, 4.7200], [0.2301, 7.4990, -1.1195], [-3.0757, -7.1499, -3.2877], [-0.2681, -7.6685, -2.6868], [6.2812, 5.0400, 1.4146], [0.5575, -6.3204, 1.4330], [1.1308, 2.9189, -0.7180], [-0.9140, 2.6633, -1.8040], [-0.9702, 1.3543, 1.3254], [-3.1977, 6.1795, -2.4816], [-1.7926, -8.3650, -3.2508], [0.0078, -3.1362, 0.5387], [3.1442, 3.3895, 5.2193], [0.2497, -6.0697, 0.0261], [1.8366, -5.7653, 1.8166], [-2.3720, 10.5618, -4.8388], [-0.9207, -3.8319, -0.6218], [-0.3092, -1.5916, 0.7618], [-0.9798, -1.1414, 2.0983], [1.2282, 6.3751, -0.1894], [-0.0848, 2.2594, -0.9337], [0.6794, -0.7939, -1.7560], [1.9689, -1.7660, -1.7135], [-1.7482, -0.3365, -2.8432], [-1.2181, -5.3603, -0.1164], [-0.4233, -1.2553, -2.8731], [-0.3368, 0.9991, 0.0518], [-1.3036, 0.3824, 2.3341], [4.9955, 3.9844, 0.8137], [-1.5807, -4.2111, 7.4007], [0.0341, -0.4853, -0.3255], [2.6082, -1.6249, -0.7590], [0.2397, -7.1030, -0.4925], [-1.2208, 2.3403, 1.5136], [0.0925, -1.0294, -3.8886], [1.6200, -2.8709, -1.7629], [-1.8027, -5.3739, 0.8734], [2.6005, -1.6069, -2.6722], [2.1588, -6.2737, 2.8073], [-1.8213, 0.7384, 3.2844], [-1.8779, -3.2421, -0.8187], [1.0680, -5.4579, -0.5069], [-2.6259, 5.7600, -1.6550], [-3.4086, 10.6358, -5.1651], [5.1989, 3.7348, -0.2265], [0.7730, 6.2236, 0.7883], [4.0437, 4.5085, 0.8873], [-0.1936, -3.7777, 1.4842], [-2.2484, -0.2939, -1.8171], [-1.2338, -4.9890, 8.0794], [1.7940, -4.6320, 2.0707], [-0.6205, -2.3794, -2.8681], [-0.2325, -3.9477, -1.5292], [1.0799, 0.2179, -2.1613], [2.7851, 4.4001, 5.4091], [-1.4380, 0.6939, -3.2525], [1.2820, 5.4249, -0.7225], [-2.2611, 9.7249, -4.1496], [-1.7819, -5.8895, -0.9624], [3.8843, 3.4047, 4.4198], [-2.5065, -0.7592, -3.6011], [-2.0852, -9.1685, -2.5760], [2.6725, -5.9083, 1.0489], [-2.4500, -3.7113, 7.8261], [1.1168, -3.3524, 0.2825], [-1.6507, -8.7605, -4.2556], [-2.7307, 5.9084, -3.4274]], "forces_ev_per_angstrom": [[0.6, 1.0, -1.6], [0.1, 0.0, 0.1], [0.0, 0.0, 0.2], [-0.1, -0.1, 0.0], [-0.1, -0.1, 0.1], [0.0, -0.1, 0.0], [-0.1, 0.0, 0.1], [-0.1, -0.1, 0.0], [0.0, 0.1, 0.0], [0.0, 0.0, 0.0], [-0.1, 0.0, -0.1], [-0.1, 0.0, 0.0], [0.0, -0.1, 0.0], [-0.1, -0.3, -0.5], [0.0, 0.1, 0.0], [1.4, 1.2, -1.0], [-5.2, -3.7, 0.0], [1.3, -2.2, 2.9], [0.7, -3.8, -0.7], [0.3, -0.3, 0.0], [-0.1, -0.3, -0.2], [-0.5, -0.4, 0.0], [0.2, 0.3, -0.1], [-1.0, -0.9, -0.2], [0.7, 0.3, 1.4], [-0.2, -0.2, 0.1], [0.7, -0.9, 1.1], [-0.2, 2.5, 0.4], [0.3, 3.9, -2.1], [-0.1, -0.4, -0.1], [3.6, 4.3, -1.2], [0.2, 0.7, -0.2], [-0.4, -0.6, -0.2], [0.4, -0.5, -1.0], [1.2, 0.7, -1.0], [0.5, 0.7, -0.4], [-0.3, -1.9, 0.6], [1.4, -2.7, -2.4], [-0.2, 0.1, -0.2], [0.0, 0.0, 0.3], [-1.7, 0.8, 3.4], [-1.0, -0.1, -1.7], [0.0, 1.8, 1.1], [0.4, -0.8, -0.4], [-0.8, -0.5, 1.6], [0.6, 1.8, 0.2], [1.0, -0.1, -1.5], [-1.0, -0.1, 1.7], [-0.6, 0.7, -1.7], [0.9, -0.5, -1.6], [1.4, -0.8, 0.1], [-1.2, -0.7, 0.9], [-0.1, 0.1, -0.1], [0.2, 0.1, 0.0], [0.0, 0.0, 0.2], [0.1, 0.2, -0.1], [0.2, -0.1, 0.1], [0.2, 1.6, -1.3], [0.8, 0.1, -1.5], [0.0, 0.1, -0.2], [-0.1, -1.7, -0.6], [0.2, 1.6, 0.3], [-1.5, 0.4, 1.0], [-0.8, -1.5, 1.0], [0.0, -0.2, 0.1], [-0.7, -1.4, 1.1], [0.0, 0.1, 0.0], [0.1, 0.2, -0.2], [0.6, 0.7, 1.4], [-0.1, -0.2, 0.1], [1.1, 0.5, 1.2], [0.1, 0.2, 0.0], [-1.3, 0.0, 0.9], [0.1, 0.0, -0.2], [-1.9, 0.9, 0.4], [0.0, 0.2, 0.1], [-0.1, 0.1, 0.1]], "lowdin_charge": [0.8619, 0.5152, 0.4783, 0.5040, 0.4364, 0.4997, 0.4945, 0.4957, 0.5018, 0.5088, 0.4742, 0.5044, 0.5176, 0.5818, 0.4928, -0.2298, -0.1672, -0.0387, 0.0925, -1.0231, -0.9902, -0.1841, -1.0338, -0.2453, -0.1337, -1.0462, -0.1660, -0.0803, -0.5301, -1.0223, -0.5427, -0.2872, -0.0793, -0.1143, -0.1398, -0.2019, 0.0422, -0.0620, -1.0314, -1.0081, 0.0085, 0.0984, 0.0410, 0.1673, 0.1224, 0.0607, 0.1235, 0.0966, 0.1052, 0.1163, 0.1222, 0.1168, 0.0179, 0.0287, 0.0332, 0.0280, -0.0140, 0.0550, 0.0736, 0.0309, 0.0850, 0.0824, 0.0827, 0.1467, 0.0288, 0.0779, 0.0060, -0.0386, 0.0568, -0.0093, 0.0793, 0.0324, 0.0978, 0.0317, 0.1005, 0.0281, 0.0351]}

What is the formula in the first record? C2H2N4O2